[1]
Here is a cluster of 11 separate species, C41H110N8O17 in total from the OMol25 dataset. Energies are from ωB97M-V/def2-TZVPD.

```
176
Properties=species:S:1:pos:R:3:forces:R:3:lowdin_charge:R:1
H -37.453 -25.768 3.659 0.4 -0.3 -0.1 0.06
H -37.316 -34.768 -0.814 -0.4 -0.1 -0.3 0.10
H -44.101 -26.498 6.410 0.5 -0.3 -0.5 0.12
C -36.719 -30.389 2.236 -0.9 0.3 0.2 -0.80
H -30.152 -26.559 -0.051 -0.6 0.4 -0.6 0.12
H -38.989 -31.099 10.350 0.4 0.1 0.1 0.11
H -35.686 -28.774 -0.773 0.1 -0.2 -0.5 0.07
H -38.177 -34.725 2.995 -0.4 -0.5 0.0 0.07
H -40.550 -26.783 3.225 -0.3 -0.5 0.8 0.11
C -30.480 -26.127 0.895 -0.5 -0.7 -0.2 -0.24
H -36.485 -31.216 5.295 -0.1 0.6 -0.2 0.05
N -36.408 -21.518 0.857 -0.4 0.3 0.7 -0.06
H -35.765 -29.833 3.882 0.4 0.0 -0.1 0.07
H -35.606 -31.854 3.055 0.0 0.0 -0.3 0.10
H -35.049 -28.575 6.223 -0.2 0.3 -0.4 0.01
H -39.818 -29.464 -2.064 -0.4 -0.8 -0.3 0.09
H -33.617 -31.846 0.870 0.1 -0.7 -0.3 0.06
O -29.359 -26.230 1.711 1.6 -0.4 0.8 -0.22
H -45.717 -26.206 6.078 -0.4 0.7 -0.7 0.11
H -30.780 -25.079 0.875 -0.1 0.3 -0.7 0.11
N -35.997 -29.553 2.939 1.9 3.8 2.1 0.19
O -38.651 -31.225 -2.222 -0.5 -1.5 -1.8 -0.17
O -34.028 -21.952 -0.621 0.5 0.9 1.3 -0.20
N -42.947 -26.473 3.989 -2.9 0.7 -0.4 -0.04
H -40.082 -33.366 2.676 -0.3 -0.3 0.5 0.09
H -41.283 -30.431 4.310 -0.5 0.2 -0.1 0.10
C -33.177 -28.553 6.802 -0.5 0.2 -1.6 -0.10
H -39.268 -30.954 5.364 1.1 0.1 0.4 0.10
H -34.580 -34.258 -0.750 0.2 0.0 0.1 0.11
H -41.381 -20.149 -2.905 -0.4 0.3 0.2 0.08
H -42.178 -31.419 5.575 0.0 0.6 0.0 0.12
H -40.201 -29.701 6.112 -0.2 0.0 0.3 0.12
H -40.090 -29.316 2.392 0.7 -0.2 -0.4 0.06
N -40.187 -31.464 7.251 0.5 0.1 0.6 -0.06
H -32.475 -30.681 0.361 0.0 0.3 -0.5 0.06
O -37.672 -30.043 1.598 -2.0 0.7 -2.1 0.06
H -32.422 -26.941 0.577 -0.2 0.1 -0.1 0.11
H -36.940 -25.685 5.760 -0.3 0.0 0.0 0.07
C -35.693 -31.831 5.723 -1.6 -0.7 -0.9 -0.18
H -40.053 -24.237 -3.855 -0.2 0.3 -0.5 0.13
H -40.072 -28.394 0.864 -0.1 0.0 -0.1 0.08
O -34.539 -29.102 6.842 1.8 -0.1 1.5 -0.14
H -42.650 -20.972 -3.868 0.5 0.0 -0.6 0.09
C -35.721 -27.707 -0.555 0.5 -1.3 -1.0 -0.12
C -35.572 -34.089 -0.330 1.9 0.6 1.9 -0.23
H -35.867 -35.970 0.444 -0.7 -0.7 0.9 0.13
H -35.760 -27.824 0.528 -0.9 1.3 0.4 0.06
H -39.363 -30.315 -0.522 -0.1 0.2 0.0 0.06
H -36.822 -20.984 2.794 -0.4 -0.4 0.3 0.11
H -40.386 -31.958 9.873 -0.3 -0.1 -0.6 0.12
C -42.487 -25.912 2.716 1.3 -2.1 0.3 -0.20
C -39.081 -30.078 -1.548 1.6 0.7 0.2 -0.10
C -36.236 -22.459 -0.270 -1.2 -0.3 1.6 -0.20
C -37.478 -32.951 10.052 -0.9 -0.5 0.3 -0.09
C -31.716 -26.935 1.408 1.4 0.5 -1.6 -0.20
H -32.909 -28.295 3.130 0.3 0.6 0.7 0.09
H -35.587 -33.091 0.107 0.2 0.4 -0.2 0.08
H -27.610 -25.941 0.377 -0.5 -0.6 -0.2 0.08
O -36.781 -27.265 -1.381 -1.4 1.4 0.0 -0.18
H -38.737 -25.341 2.612 -0.1 0.2 -0.5 0.07
C -41.307 -26.874 2.446 0.8 0.5 -1.6 -0.23
C -37.794 -32.011 -1.449 1.0 0.5 1.8 -0.26
C -34.869 -23.046 -0.232 0.9 0.7 -1.4 -0.21
H -36.815 -33.096 -3.108 2.0 0.9 0.4 0.12
H -37.388 -26.298 1.892 -0.1 -0.2 0.4 0.09
H -32.276 -22.858 0.186 -0.3 -0.2 0.2 0.07
H -32.178 -26.370 2.217 -0.1 -0.2 0.5 0.11
H -31.449 -30.776 2.399 0.0 -0.6 0.1 0.10
N -31.314 -28.314 1.730 -0.6 1.8 -0.1 -0.02
C -32.451 -28.922 2.365 -0.4 -1.1 2.3 -0.25
H -36.454 -21.941 -1.204 0.2 0.0 0.1 0.12
H -36.956 -25.303 -0.643 0.5 -0.2 0.3 0.09
C -36.516 -21.916 2.318 0.2 -1.4 -1.3 -0.15
H -37.001 -23.223 -0.128 0.1 -0.1 -0.3 0.09
H -39.676 -31.708 3.024 -0.1 0.3 -0.3 0.07
C -38.281 -25.356 -2.189 -1.0 -2.0 0.9 -0.25
H -46.287 -29.532 4.690 0.2 0.1 -0.1 0.09
H -39.733 -32.356 7.115 -0.1 -0.4 0.3 0.11
H -41.993 -21.753 -2.481 0.1 -0.2 0.2 0.08
H -43.132 -27.426 3.709 0.5 -0.8 0.5 0.09
H -46.472 -28.025 3.735 0.2 0.1 -0.1 0.07
H -34.248 -30.488 0.133 0.0 0.2 -0.9 0.06
H -38.043 -33.618 -2.593 -0.8 -1.2 0.7 0.11
H -34.081 -30.829 5.935 0.1 0.5 0.1 0.05
C -28.162 -25.525 1.220 -1.9 -0.3 1.0 -0.05
O -33.176 -31.933 -1.201 -0.4 0.4 1.7 -0.12
H -40.723 -26.511 1.600 -0.2 0.0 -0.7 0.10
H -36.814 -32.319 1.878 0.2 -0.3 0.3 0.09
O -35.915 -27.377 5.085 -1.5 -0.8 0.6 -0.16
O -36.886 -24.357 2.209 0.9 -2.2 -0.1 -0.22
H -39.192 -32.859 4.205 0.5 -0.6 -0.3 0.07
H -28.564 -24.555 0.925 0.7 0.4 0.2 0.08
H -35.989 -31.864 6.772 1.0 -0.1 0.3 0.08
C -39.983 -32.645 3.487 0.0 1.1 1.0 -0.13
H -35.132 -26.892 4.816 -0.2 0.7 0.3 0.09
N -36.301 -31.600 2.367 0.6 -4.5 -0.3 0.22
H -40.101 -23.705 -2.207 -0.1 -0.2 0.1 0.12
H -37.721 -24.246 -3.739 0.2 0.1 -0.2 0.12
H -34.966 -34.897 1.621 0.5 -0.6 -0.3 0.13
H -38.293 -35.912 1.614 -0.2 0.0 0.1 0.09
H -33.074 -27.515 7.119 -0.6 0.1 0.2 0.08
H -38.174 -29.474 -1.586 -0.1 0.8 0.9 0.08
H -36.256 -26.681 7.025 -0.1 -0.1 0.1 0.08
C -35.805 -34.997 0.933 2.4 1.6 -2.8 -0.24
H -36.970 -33.892 9.845 0.3 0.4 -1.1 0.08
C -36.790 -26.717 6.075 1.7 0.7 -0.5 -0.07
H -41.047 -29.897 1.049 -0.5 0.3 0.0 0.09
C -37.004 -25.822 -1.601 3.2 -0.5 1.2 -0.19
H -32.356 -29.068 7.301 -0.9 -0.8 0.5 0.08
H -37.743 -33.205 11.079 -0.9 0.5 0.3 0.08
C -37.640 -35.369 2.298 -0.1 1.1 0.1 -0.06
C -44.360 -26.020 4.265 1.0 0.7 0.7 -0.20
H -35.529 -22.162 2.707 0.3 -0.1 0.2 0.10
C -39.488 -22.146 -3.452 0.2 1.1 -1.3 -0.22
H -43.172 -26.029 1.877 -0.4 0.1 0.0 0.12
H -38.374 -32.365 -0.597 0.1 -0.1 0.5 0.13
C -37.425 -23.158 2.636 -0.4 1.6 -0.9 -0.24
H -29.815 -30.602 5.654 -0.4 0.2 0.1 0.08
H -38.308 -23.070 2.003 -0.8 0.6 0.6 0.12
O -45.092 -28.026 5.385 1.4 0.5 -0.1 -0.23
H -45.100 -26.333 3.527 0.2 -0.1 -0.4 0.10
H -38.736 -26.181 -2.737 -0.1 -0.1 -0.7 0.13
H -33.413 -31.478 -2.012 -0.2 0.5 0.4 0.07
H -33.337 -28.956 1.732 0.4 -0.8 -0.7 0.09
H -35.597 -20.916 0.862 0.0 0.3 -0.3 0.08
C -32.650 -22.235 -0.627 0.2 0.0 -0.9 -0.12
H -34.688 -23.389 0.787 0.4 -0.3 -0.1 0.12
H -32.432 -22.701 -1.588 0.3 -0.5 0.0 0.08
C -46.286 -28.442 4.725 0.1 0.8 1.4 -0.11
H -32.962 -30.837 3.405 0.1 0.0 0.3 0.09
H -47.077 -28.134 5.408 -0.7 -0.1 -0.3 0.08
C -37.664 -25.532 2.616 0.7 1.5 -0.3 -0.03
H -39.976 -29.830 8.488 0.4 0.3 -0.2 0.12
C -37.167 -33.216 -2.083 -2.0 -1.4 -2.4 -0.20
H -32.041 -21.332 -0.635 -0.4 0.3 0.2 0.08
C -32.085 -30.257 3.117 1.6 1.6 -0.4 -0.14
H -32.905 -28.611 5.748 0.4 0.3 -0.1 0.06
H -38.400 -30.618 7.870 0.3 0.6 0.5 0.11
O -41.724 -28.231 2.169 -0.4 1.4 -0.4 -0.19
H -36.843 -32.068 10.128 0.2 -0.1 -0.5 0.09
N -38.196 -24.088 -2.862 0.0 -0.3 0.4 -0.04
C -33.399 -31.166 0.047 0.6 -0.9 -0.5 -0.12
H -37.751 -27.209 6.226 0.3 -0.4 -0.6 0.09
H -37.047 -36.080 2.873 0.3 0.0 -0.1 0.09
C -39.537 -23.603 -3.135 -0.5 -0.2 1.3 -0.22
H -27.510 -25.536 2.092 0.0 0.5 -0.2 0.09
C -40.685 -28.992 1.538 0.2 0.1 1.6 -0.09
O -34.417 -31.462 5.297 0.4 -0.1 0.3 -0.12
H -34.621 -23.748 -1.028 -0.6 -1.0 0.4 0.12
C -30.330 -30.943 4.756 -1.1 0.5 -0.5 -0.09
H -38.853 -25.340 -1.261 -1.0 0.8 -0.4 0.12
C -39.415 -30.734 8.252 -1.4 -1.9 1.1 -0.18
H -34.740 -27.331 -0.845 0.0 0.5 0.0 0.08
H -36.165 -25.441 -2.182 0.3 -0.1 -0.2 0.12
C -40.124 -30.784 6.018 -1.2 -0.6 -2.6 -0.25
H -30.964 -31.803 4.969 0.3 -0.3 0.2 0.08
O -40.648 -21.614 -4.077 -0.4 -0.5 -0.8 -0.19
H -39.108 -21.519 -2.645 -0.5 -0.2 0.7 0.13
N -36.562 -34.303 -1.299 -2.2 0.0 -1.1 -0.04
C -41.722 -21.102 -3.311 0.8 -0.1 1.0 -0.11
O -36.865 -34.418 1.556 -2.2 -1.0 1.0 -0.23
H -36.390 -28.624 2.903 0.1 0.1 0.3 0.09
C -41.238 -31.222 5.058 -0.6 -0.8 -1.2 -0.14
C -44.815 -26.573 5.589 -1.3 -2.2 0.2 -0.16
H -37.643 -23.254 3.700 -0.3 0.6 0.2 0.12
H -36.946 -31.453 -1.052 -0.1 0.9 0.3 0.11
H -42.172 -24.870 2.780 0.1 -0.1 0.2 0.12
C -39.405 -31.653 9.509 0.6 1.7 -0.2 -0.23
H -29.544 -31.215 4.051 -0.1 0.0 -0.4 0.08
H -44.322 -24.932 4.227 -0.2 0.2 0.3 0.11
H -35.896 -32.794 5.254 0.0 -0.4 0.4 0.08
H -30.609 -28.027 2.395 0.5 -1.3 0.7 0.10
O -31.203 -29.885 4.277 -0.6 -0.5 -0.9 -0.23
O -38.611 -32.746 9.168 1.6 -1.4 1.0 -0.20
H -38.686 -22.011 -4.178 -0.1 0.0 -0.5 0.12
O -41.170 -32.484 4.258 0.5 0.6 0.6 -0.20
```
Forces are in eV/Å.

Values from the calculation:
total charge = 0
SMILES = COCCNCCOC.COCCNCCOC.COCCNCCOC.COCCNCCOC.COCCNCCOC.COCCNCCOC.NC(N)=O.CO.CO.CO.CO

---

[2]
Here is the molecule C24H21NO4S from the OMol25 dataset. Energies are from ωB97M-V/def2-TZVPD.

```
51
Properties=species:S:1:pos:R:3:forces:R:3:lowdin_charge:R:1
C 3.645 4.516 -0.074 0.3 0.0 0.0 -0.01
H -1.609 -0.856 -4.060 -0.1 0.0 -0.1 0.08
H 4.810 -4.915 1.049 0.0 -0.1 0.0 0.10
S 0.881 0.278 0.471 0.6 0.4 0.1 1.20
C 3.760 3.027 0.109 -0.1 0.2 0.0 -0.39
C 5.540 -2.920 0.763 0.0 0.0 0.0 -0.08
C -1.796 -0.248 -0.242 -0.2 -0.3 0.1 -0.58
C -0.695 -1.182 -3.572 -0.1 0.1 0.4 -0.06
C -4.768 -0.475 -0.294 0.0 0.1 0.1 -0.02
C -5.851 -1.331 -0.253 0.0 -0.1 -0.1 -0.07
C -6.541 -0.368 1.832 -0.1 -0.1 0.1 -0.08
H -5.314 1.215 2.582 0.0 0.1 0.1 0.12
C 3.222 -3.483 0.958 0.1 -0.1 0.0 -0.08
H -7.577 -1.962 0.846 -0.1 0.0 0.0 0.10
H -7.234 -0.325 2.660 0.0 0.0 0.1 0.10
C -6.735 -1.288 0.814 0.0 0.0 0.0 -0.08
H 0.987 3.857 0.017 -0.1 0.2 0.0 0.13
N 3.625 0.165 0.475 0.6 0.4 0.0 0.08
C -3.424 1.354 0.725 0.8 0.1 -0.1 0.06
H 3.110 4.954 0.765 -0.1 0.1 0.0 0.09
C -4.552 0.443 0.734 -0.5 -0.3 0.0 -0.20
C 2.873 -2.152 0.811 0.0 0.3 0.0 -0.04
H -6.011 -2.034 -1.057 0.0 0.0 -0.1 0.11
O 4.858 2.478 0.169 0.1 0.1 0.0 0.05
O -1.843 -1.266 0.402 0.0 0.1 -0.1 0.12
C -0.942 -1.415 -2.094 0.1 -0.5 -0.2 -0.22
C 2.501 0.885 0.391 -0.4 0.2 0.0 -0.40
C -5.467 0.499 1.788 0.2 0.0 -0.1 -0.03
H 4.640 4.950 -0.135 0.0 0.0 0.0 0.09
C 5.205 -1.591 0.616 -0.1 0.0 0.0 -0.02
H 3.096 4.739 -0.986 -0.1 0.1 -0.1 0.09
C 4.548 -3.875 0.933 -0.1 -0.1 0.0 -0.10
H 2.442 -4.217 1.095 -0.1 -0.1 0.0 0.11
H -1.716 -2.173 -1.928 0.1 0.1 0.0 0.13
H -0.029 -1.746 -1.584 -0.1 0.0 0.0 0.11
C 0.219 1.886 0.256 0.8 0.1 0.0 -0.38
O -1.566 3.371 0.291 0.1 -0.2 0.0 0.08
H -3.592 2.340 1.145 0.1 0.1 -0.1 0.13
H 6.578 -3.215 0.746 0.1 0.0 0.0 0.10
C -2.189 1.099 0.258 -0.7 0.2 0.2 -0.06
H 4.457 0.774 0.388 -0.4 -0.2 0.0 0.12
H 5.975 -0.844 0.484 0.1 0.1 0.0 0.12
C -1.197 2.207 0.262 -0.3 0.4 0.0 -0.38
H -0.353 -2.103 -4.035 0.0 -0.1 -0.1 0.08
C 3.865 -1.190 0.635 0.0 -0.6 0.1 -0.23
C 1.218 2.815 0.146 -0.4 -0.4 0.0 -0.03
H -4.101 -0.491 -1.143 0.0 0.0 -0.1 0.12
H 1.833 -1.876 0.846 -0.1 -0.1 0.0 0.04
C 2.520 2.284 0.210 0.0 -0.5 0.1 -0.18
O -1.370 -0.185 -1.508 -0.2 0.3 -0.2 -0.02
H 0.062 -0.413 -3.706 0.1 0.1 -0.1 0.08
```
Forces are in eV/Å.

Values from the calculation:
total charge = 0
SMILES = CCOC(=O)/C(=C\c1ccccc1)C(=O)c1cc(C(C)=O)c(Nc2ccccc2)s1

---

Number 1: largest force on an atom 4.7 eV/A, DFT total energy -3344.687148 Eh. Number 2: largest force on an atom 0.8 eV/A, DFT total energy -1681.074071 Eh.